Formula: C55H110F18N6O18S6
Source: the OMol25 dataset
Level of theory: wB97M-V/def2-TZVPD

Results
net charge	0
molecular weight	1677.88	u
orbital gap	4.038	eV
LUMO energy	-2.22	eV

Atoms and positions in Å:
C: -8.17 -3.13 3.81
C: -9.64 -3.60 4.09
C: -10.17 -3.59 5.62
N: -11.70 -3.72 5.71
C: -12.23 -5.08 5.17
C: -12.33 -3.64 7.14
C: -13.75 -2.95 7.12
C: -13.86 -2.46 5.69
C: -12.52 -2.62 5.00
H: -7.38 -3.57 4.41
H: -8.08 -2.05 3.92
H: -8.09 -3.27 2.73
H: -9.78 -4.62 3.74
H: -10.26 -2.95 3.48
H: -10.04 -2.61 6.09
H: -9.55 -4.22 6.27
H: -13.31 -5.20 5.24
H: -11.63 -5.86 5.65
H: -11.82 -5.16 4.16
H: -12.23 -4.64 7.58
H: -11.56 -3.12 7.70
H: -14.47 -3.70 7.45
H: -13.86 -2.19 7.89
H: -14.54 -3.00 5.04
H: -14.12 -1.40 5.62
H: -12.64 -2.96 3.97
H: -11.94 -1.69 5.01
C: 1.20 -2.95 11.90
C: -0.30 -2.75 11.80
C: -0.75 -2.62 10.29
N: -2.29 -2.25 10.17
C: -3.24 -2.91 11.28
C: -2.68 -2.52 8.70
C: -3.94 -1.61 8.52
C: -3.86 -0.58 9.58
C: -2.48 -0.68 10.25
H: 1.71 -2.73 12.84
H: 1.55 -2.17 11.23
H: 1.65 -3.90 11.59
H: -0.52 -1.84 12.35
H: -0.83 -3.55 12.34
H: -0.52 -3.53 9.73
H: -0.17 -1.78 9.92
H: -3.03 -2.51 12.27
H: -2.90 -3.94 11.12
H: -4.23 -2.70 10.89
H: -3.04 -3.55 8.67
H: -1.82 -2.38 8.04
H: -4.77 -2.32 8.58
H: -3.83 -1.16 7.53
H: -4.57 -0.77 10.38
H: -4.08 0.47 9.35
H: -2.39 -0.32 11.28
H: -1.65 -0.31 9.66
C: 0.64 5.48 -0.34
C: -0.08 5.80 0.84
C: -0.74 4.59 1.46
N: -1.65 4.79 2.71
C: -0.94 5.61 3.86
C: -2.29 3.47 3.16
C: -3.64 3.21 2.48
C: -3.99 4.62 1.87
C: -2.97 5.59 2.46
H: 0.05 5.08 -1.16
H: 1.52 4.90 -0.08
H: 1.16 6.32 -0.81
H: -0.78 6.60 0.61
H: 0.60 6.38 1.47
H: -0.24 3.66 1.74
H: -1.49 4.24 0.75
H: -0.25 5.02 4.46
H: -1.67 6.13 4.47
H: -0.48 6.43 3.30
H: -2.54 3.59 4.22
H: -1.55 2.72 2.89
H: -4.41 2.88 3.18
H: -3.44 2.43 1.74
H: -4.96 4.92 2.25
H: -3.94 4.58 0.78
H: -3.36 5.98 3.39
H: -2.69 6.42 1.81
C: -4.92 6.47 -12.00
C: -3.69 7.10 -11.37
C: -2.43 6.17 -11.67
N: -1.06 6.81 -11.18
C: -0.54 8.13 -11.88
C: -1.19 6.95 -9.68
C: 0.19 6.55 -9.14
C: 0.46 5.34 -9.91
C: 0.05 5.74 -11.31
H: -5.76 7.16 -12.13
H: -5.23 5.67 -11.34
H: -4.77 6.06 -13.00
H: -3.89 7.23 -10.31
H: -3.60 8.07 -11.85
H: -2.08 6.03 -12.69
H: -2.59 5.28 -11.07
H: -0.63 7.89 -12.94
H: 0.50 8.30 -11.61
H: -1.17 8.96 -11.54
H: -1.48 7.99 -9.53
H: -2.01 6.29 -9.40
H: 1.03 7.23 -9.27
H: 0.14 6.50 -8.05
H: 1.49 5.01 -10.02
H: -0.02 4.47 -9.46
H: 0.82 6.19 -11.94
H: -0.33 5.01 -12.03
C: -0.23 -2.40 0.70
C: 0.69 -1.51 -0.27
C: 0.77 -1.97 -1.72
N: 1.65 -1.08 -2.63
C: 3.12 -1.19 -2.28
C: 1.28 0.42 -2.68
C: 1.60 0.92 -4.02
C: 1.66 -0.34 -4.96
C: 1.29 -1.49 -4.11
H: -0.15 -3.44 0.38
H: -1.23 -2.15 0.37
H: -0.12 -2.21 1.77
H: 1.69 -1.60 0.14
H: 0.54 -0.43 -0.14
H: -0.23 -1.99 -2.16
H: 1.14 -2.99 -1.59
H: 3.45 -2.14 -2.71
H: 3.40 -1.10 -1.23
H: 3.67 -0.37 -2.75
H: 1.67 1.01 -1.85
H: 0.19 0.33 -2.65
H: 2.63 1.30 -4.05
H: 1.00 1.77 -4.35
H: 2.70 -0.29 -5.29
H: 1.03 -0.24 -5.84
H: 1.90 -2.34 -4.40
H: 0.26 -1.83 -4.20
C: 10.94 -0.57 3.66
C: 10.48 -1.92 3.22
C: 9.72 -2.02 1.84
N: 10.48 -2.61 0.64
C: 11.86 -1.89 0.34
C: 12.46 -2.44 -0.99
C: 11.47 -2.35 -2.12
C: 10.10 -3.07 -1.85
C: 9.45 -2.54 -0.58
C: 10.79 -4.11 0.95
H: 10.20 0.22 3.57
H: 11.81 -0.25 3.09
H: 11.34 -0.53 4.68
H: 9.67 -2.29 3.84
H: 11.36 -2.55 3.32
H: 9.26 -1.04 1.72
H: 8.75 -2.50 1.93
H: 11.59 -0.83 0.31
H: 12.58 -2.01 1.16
H: 13.35 -1.90 -1.31
H: 12.95 -3.38 -0.75
H: 11.33 -1.35 -2.54
H: 11.76 -2.98 -2.97
H: 9.46 -2.80 -2.70
H: 10.19 -4.15 -1.97
H: 9.23 -1.47 -0.51
H: 8.54 -3.08 -0.35
H: 11.72 -4.33 1.49
H: 10.79 -4.67 0.01
H: 9.92 -4.61 1.39
C: 3.46 -1.54 6.05
F: 3.45 -2.00 7.28
F: 4.70 -1.46 5.49
F: 2.75 -2.40 5.23
S: 2.58 0.20 6.07
O: 2.95 0.89 7.27
O: 3.06 0.87 4.84
O: 1.14 -0.09 6.07
C: -3.32 -6.96 -3.34
F: -2.78 -8.19 -3.24
F: -3.50 -6.31 -2.16
F: -2.51 -6.17 -4.21
S: -5.05 -7.09 -4.14
O: -4.92 -8.30 -4.90
O: -6.00 -7.04 -3.03
O: -5.17 -6.01 -5.09
C: 2.82 -7.76 -1.66
F: 2.91 -9.12 -1.60
F: 2.77 -7.41 -2.94
F: 1.83 -7.22 -0.96
S: 4.38 -6.98 -0.90
O: 5.29 -6.67 -2.04
O: 4.04 -5.78 -0.11
O: 4.86 -8.12 0.00
C: -4.09 3.59 -6.02
F: -2.93 3.11 -6.61
F: -4.76 4.41 -6.88
F: -4.94 2.61 -5.93
S: -3.94 4.39 -4.21
O: -3.56 3.25 -3.41
O: -2.91 5.40 -4.21
O: -5.27 4.91 -3.96
C: 7.43 3.85 -1.11
F: 7.10 5.15 -1.00
F: 6.80 3.14 -0.21
F: 7.11 3.30 -2.35
S: 9.34 3.69 -0.83
O: 9.78 5.03 -1.18
O: 9.58 3.36 0.58
O: 9.73 2.65 -1.78
C: 5.03 -0.20 -11.48
F: 4.76 -0.91 -10.41
F: 4.80 1.01 -11.13
F: 6.29 -0.23 -11.81
S: 3.76 -0.60 -12.95
O: 2.40 -0.27 -12.48
O: 4.21 0.36 -14.03
O: 3.94 -2.05 -13.34

=====

Formula: C2H6N
Source: the OMol25 dataset
Level of theory: wB97M-V/def2-TZVPD

Results
net charge	+1
molecular weight	44.08	u
orbital gap (spin up / spin down)	7.423 / 12.494	eV
LUMO energy (spin up / spin down)	-8.61 / -4.71	eV

Atoms and positions in Å:
C: -0.30 0.69 -0.63
C: 0.81 -0.27 -0.10
N: -0.58 -0.49 0.09
H: -0.49 1.63 0.02
H: -0.54 0.78 -1.76
H: 1.35 -0.95 -0.79
H: 1.46 0.28 0.57
H: -0.72 -0.33 2.56
H: -1.00 -1.33 0.05

=====

Formula: C20H40FMgO14
Source: the OMol25 dataset
Level of theory: wB97M-V/def2-TZVPD

Results
net charge	+1
molecular weight	547.83	u
orbital gap	3.735	eV
LUMO energy	-7.13	eV

Atoms and positions in Å:
Mg: -0.29 1.78 1.44
F: -0.43 0.49 -0.88
C: 3.75 -5.69 -1.02
C: 3.78 -4.37 -1.81
C: 3.58 -3.34 -0.68
O: 3.98 -4.00 0.56
C: 4.17 -5.40 0.37
H: 4.36 -6.44 -1.54
H: 2.71 -6.00 -1.03
H: 2.96 -4.22 -2.51
H: 4.71 -4.25 -2.36
H: 2.54 -3.00 -0.72
H: 4.24 -2.51 -0.92
H: 3.57 -6.03 1.03
H: 5.20 -5.75 0.50
C: -0.26 -0.30 -6.62
C: -0.22 -1.52 -5.75
C: -1.70 -1.75 -5.40
O: -2.41 -0.79 -6.16
C: -1.65 -0.39 -7.33
H: 0.47 -0.31 -7.44
H: -0.23 0.62 -6.04
H: 0.30 -1.27 -4.82
H: 0.31 -2.37 -6.17
H: -1.83 -1.64 -4.32
H: -2.05 -2.75 -5.68
H: -2.06 0.51 -7.77
H: -1.68 -1.07 -8.18
C: -5.49 -1.41 4.78
O: -4.68 -0.83 3.77
C: -4.20 0.46 3.80
O: -3.33 0.89 2.97
O: -4.83 1.13 4.76
C: -4.60 2.42 5.06
H: -4.97 -1.42 5.73
H: -5.84 -2.40 4.51
H: -6.34 -0.75 4.97
H: -5.30 2.73 5.84
H: -5.06 2.92 4.21
H: -3.58 2.80 5.03
C: -2.99 3.60 -2.73
O: -3.08 4.93 -2.15
C: -2.47 5.23 -0.99
O: -1.93 4.42 -0.26
O: -2.56 6.54 -0.85
C: -1.72 7.13 0.17
H: -3.82 3.54 -3.44
H: -3.07 2.75 -2.05
H: -2.09 3.43 -3.32
H: -2.08 7.12 1.20
H: -1.55 8.20 0.08
H: -0.69 6.76 0.16
C: -0.26 -3.44 2.50
O: 0.09 -3.11 3.84
C: 0.36 -1.84 4.15
O: 0.56 -0.94 3.37
O: 0.21 -1.71 5.53
C: 0.53 -0.48 6.26
H: -0.61 -2.57 1.95
H: -1.22 -3.94 2.62
H: 0.51 -4.05 2.04
H: -0.28 0.24 6.13
H: 1.31 0.15 5.82
H: 0.58 -0.60 7.34
C: 3.47 2.24 -2.37
O: 4.45 1.88 -1.41
C: 4.08 2.07 -0.11
O: 2.97 2.40 0.27
O: 5.09 1.65 0.64
C: 4.79 1.60 2.07
H: 3.05 3.24 -2.28
H: 2.69 1.47 -2.33
H: 3.92 2.30 -3.36
H: 4.52 2.61 2.36
H: 5.72 1.43 2.62
H: 3.95 0.97 2.36

=====

Formula: C17H15N5O2S2
Source: the OMol25 dataset
Level of theory: wB97M-V/def2-TZVPD

Results
net charge	0
molecular weight	385.47	u
orbital gap	8.294	eV
SMILES string	COc1ccc2nc(NC(=O)CSc3nc4cccnc4n3C)sc2c1
LUMO energy	0.51	eV

Atoms and positions in Å:
C: 3.09 0.38 -5.39
O: 1.83 -0.22 -5.52
C: 1.23 -0.72 -4.40
C: -0.02 -1.32 -4.61
C: -0.74 -1.87 -3.57
C: -0.21 -1.81 -2.29
N: -0.79 -2.31 -1.15
C: -0.05 -2.10 -0.13
N: -0.42 -2.50 1.14
C: 0.28 -2.10 2.24
O: 1.38 -1.59 2.17
C: -0.38 -2.45 3.56
S: -0.27 -1.02 4.68
C: -0.75 0.18 3.53
N: -1.19 -0.12 2.34
C: -1.38 1.08 1.72
C: -1.80 1.42 0.44
C: -1.86 2.77 0.16
C: -1.51 3.72 1.13
N: -1.10 3.42 2.35
C: -1.04 2.13 2.61
N: -0.64 1.52 3.77
C: -0.17 2.16 4.97
S: 1.47 -1.26 -0.39
C: 1.04 -1.20 -2.08
C: 1.76 -0.65 -3.12
H: 3.38 0.68 -6.40
H: 3.05 1.26 -4.75
H: 3.83 -0.32 -5.00
H: -0.40 -1.35 -5.62
H: -1.70 -2.33 -3.74
H: -1.36 -2.84 1.22
H: -1.43 -2.71 3.44
H: 0.16 -3.25 4.06
H: -2.06 0.67 -0.29
H: -2.17 3.11 -0.82
H: -1.56 4.77 0.91
H: -0.12 3.23 4.77
H: -0.86 1.97 5.79
H: 0.81 1.78 5.23
H: 2.72 -0.19 -2.92

=====

Formula: C9H18I2N3OP2Pd
Source: the OMol25 dataset
Level of theory: wB97M-V/def2-TZVPD

Results
net charge	+3
⟨S²⟩	6.064
molecular weight	606.44	u
orbital gap (spin up / spin down)	6.165 / 4.616	eV
2S+1	5
LUMO energy (spin up / spin down)	-13.53 / -15.03	eV

Atoms and positions in Å:
I: 1.05 1.13 2.41
I: -1.80 -1.80 -0.82
Pd: 0.81 -0.21 -0.29
P: 1.14 1.52 -1.63
C: 0.09 2.99 -1.26
C: 2.83 2.08 -1.57
H: 3.02 2.77 -2.41
H: 1.03 1.54 -4.01
H: 3.46 1.17 -1.63
H: 1.09 -0.16 -3.33
H: 0.22 3.20 -0.18
H: 2.94 2.57 -0.60
C: 0.65 0.85 -3.24
H: 0.30 3.86 -1.90
H: -0.45 0.81 -3.21
H: -0.86 2.50 -1.50
P: 0.65 -1.97 1.43
C: -0.67 -1.85 2.68
C: 0.55 -3.73 1.00
H: 2.98 -2.15 1.95
H: 1.96 -3.01 3.16
H: 2.07 -1.20 3.18
C: 2.07 -2.10 2.55
H: 1.34 -3.91 0.25
H: 0.78 -4.25 1.93
H: -0.59 -2.74 3.33
H: -1.64 -1.83 2.18
H: -0.47 -3.95 0.65
H: -0.49 -0.94 3.26
C: -0.74 0.50 0.83
O: -1.82 0.90 1.03
N: -2.49 1.38 -2.15
C: -3.55 1.21 -1.64
N: -4.68 0.90 -1.06
C: -5.14 1.64 -0.12
N: -5.60 2.30 0.73

=====

Formula: C4H5AlLiO2
Source: the OMol25 dataset
Level of theory: wB97M-V/def2-TZVPD

Results
net charge	+3
molecular weight	119.00	u
orbital gap (spin up / spin down)	4.424 / 4.425	eV
LUMO energy (spin up / spin down)	-18.66 / -18.66	eV

Atoms and positions in Å:
H: -1.61 0.28 1.37
C: -1.05 0.39 0.30
C: -0.62 -0.92 -0.26
C: 0.89 -1.08 -0.29
C: 1.65 0.18 -0.01
O: 1.49 0.67 1.15
O: -1.36 1.35 -0.37
Li: -1.84 3.15 -0.17
Al: 2.13 1.94 0.02
H: -1.06 -0.99 -1.27
H: -1.12 -1.71 0.33
H: 1.26 -1.46 -1.26
H: 1.23 -1.81 0.47